12
Properties=species:S:1:pos:R:3 method="wB97M-V/def2-TZVPD" relative_energy_kcal_mol=79.31 smiles="N#C[C@@H]1C[C@@H]1C=O" lumo_energy_ev=0.48 total_charge=0 total_energy_ha=-323.3933
N 0.4765 -1.4890 -2.7565
C 0.3673 -0.6198 -1.9995
C 0.1936 0.4848 -1.0622
C 0.8562 0.3802 0.3102
C -0.6508 0.3933 0.1860
C -0.9071 -0.5767 1.2883
O -1.3564 -1.6834 1.3507
H 0.0834 1.4407 -1.5703
H 1.2414 -0.6334 0.4190
H 1.0959 0.9649 1.2185
H -1.0568 1.3727 0.4442
H -0.3430 -0.0341 2.1716

18
Properties=species:S:1:pos:R:3 method="wB97M-V/def2-TZVPD" relative_energy_kcal_mol=107.72 lumo_energy_ev=1.21 total_charge=0 total_energy_ha=-235.6466
C -1.3585 0.2943 -2.0110
C -1.0285 1.0480 -0.7550
C 0.7018 0.6959 -0.0746
C 0.8761 0.7851 1.4193
C 1.1539 -0.5260 0.7381
C 0.2438 -1.7152 0.9667
H -1.0484 0.6659 -2.9865
H -0.3831 -0.0293 -1.4125
H -2.0262 -0.5604 -2.0202
H -1.6265 0.7567 0.0974
H -0.8865 2.1001 -0.9064
H 1.4992 1.1640 -0.6750
H -0.0403 0.8455 2.0098
H 1.7017 1.3546 1.8452
H 2.2149 -0.8043 0.6748
H 0.4855 -2.2265 1.9070
H 0.3248 -2.4500 0.1558
H -0.8038 -1.3983 1.0271

7
Properties=species:S:1:pos:R:3 method="wB97M-V/def2-TZVPD" relative_energy_kcal_mol=61.35 lumo_energy_ev=0.19 total_charge=0 total_energy_ha=-513.7970
C -1.2445 -0.9338 0.0492
O 2.0300 0.5702 -0.5639
S -2.2039 0.3090 0.3684
H 2.8366 0.0493 -0.6232
H -0.3886 -0.7639 0.6797
H 2.2289 0.9619 0.2387
H -3.2585 -0.1927 -0.1488

32
Properties=species:S:1:pos:R:3 method="wB97M-V/def2-TZVPD" relative_energy_kcal_mol=3.52 lumo_energy_ev=-1.14 total_charge=0 total_energy_ha=-902.6559
Rb -28.2947 -17.7062 -7.4176
C -27.3739 -16.0901 -4.2453
O -28.5477 -16.1147 -4.9677
H -26.5488 -15.6587 -4.8498
H -27.4471 -15.5030 -3.3113
H -26.9431 -17.0620 -3.9105
C -24.5786 -13.9951 -1.7349
C -25.4965 -14.8354 -0.8456
C -24.8960 -15.6818 0.2727
O -25.5207 -15.2296 1.4627
C -26.3157 -14.1471 1.1970
O -26.8128 -13.4324 2.0005
O -26.3708 -13.9748 -0.1330
H -23.7339 -14.6538 -1.9622
H -24.2689 -13.0327 -1.3309
H -25.0453 -13.7305 -2.6852
H -26.0668 -15.4831 -1.5172
H -23.8058 -15.6187 0.3728
H -25.0625 -16.7546 0.1477
C -30.4010 -12.3098 -0.1746
C -29.2937 -12.7780 -1.1151
C -29.7046 -13.2934 -2.4756
O -28.8728 -12.6082 -3.3997
C -28.0994 -11.7242 -2.7549
O -27.2868 -11.0225 -3.2748
O -28.3472 -11.7497 -1.4446
H -30.2168 -12.7183 0.8174
H -31.3741 -12.6088 -0.5539
H -30.2880 -11.2303 -0.0689
H -28.6382 -13.5038 -0.6223
H -30.7437 -13.0107 -2.6823
H -29.6871 -14.3815 -2.5283

19
Properties=species:S:1:pos:R:3 method="wB97M-V/def2-TZVPD" relative_energy_kcal_mol=30.00 lumo_energy_ev=-3.03 total_charge=+1 total_energy_ha=-414.9624
N -1.2698 1.9262 0.5555
C -0.4491 2.2792 -0.5520
N 0.8983 2.1628 -0.3261
O -0.9372 2.5116 -1.6253
H -0.8990 2.1969 1.4585
H -2.1777 2.3527 0.4165
H 1.4605 2.5854 -1.0504
H 1.2515 2.2889 0.6103
C 0.0510 -1.2848 -0.3505
C 0.7596 -2.1512 0.3702
N 2.0783 -2.4512 0.1650
N -1.3161 -0.9357 0.0667
H 0.4013 -0.7302 -1.2089
H 0.3153 -2.6372 1.2372
H 2.3675 -3.3691 0.4611
H 2.4515 -2.2124 -0.7439
H -1.9906 -1.0951 -0.6812
H -1.3937 0.0771 0.3427
H -1.6017 -1.5141 0.8546

83
Properties=species:S:1:pos:R:3 method="wB97M-V/def2-TZVPD" lumo_energy_ev="-2.31 / -3.00" total_charge=+1 s2=6.0471 spin_multiplicity=5 total_energy_ha=-2932.8106
Cr 0.3788 1.1707 0.1680
P 2.6315 1.0710 0.3180
P -1.7665 1.7601 -0.2283
N 0.7426 3.1812 -0.2241
C 3.1457 2.8136 -0.0773
H 4.0988 3.1006 0.4007
H 3.2720 2.8729 -1.1735
C 1.9729 3.7035 0.3431
H 1.9504 3.7792 1.4625
H 2.1542 4.7412 -0.0203
C -0.3711 4.0709 0.0518
H -0.1389 5.1005 -0.3052
H -0.5949 4.1781 1.1463
C -1.6215 3.5606 -0.6696
H -1.4583 3.6141 -1.7612
H -2.5290 4.1391 -0.4227
C -2.9216 1.7508 1.2516
C -2.9414 0.3971 1.9820
H -3.4619 0.5074 2.9505
H -1.9255 0.0235 2.1805
H -3.4774 -0.3698 1.3984
C -2.6187 0.9828 -1.7170
C -3.0189 -0.4789 -1.4549
H -3.2859 -0.9729 -2.4068
H -3.9028 -0.5343 -0.7959
H -2.2046 -1.0537 -0.9850
C 3.5397 0.0178 -0.9519
C 3.4060 -1.4856 -0.6567
H 3.7311 -2.0724 -1.5350
H 2.3687 -1.7703 -0.4168
H 4.0477 -1.7802 0.1919
C 3.3413 0.7694 2.0297
C 2.7772 -0.4990 2.6925
H 3.0596 -0.5145 3.7607
H 3.1804 -1.4131 2.2256
H 1.6795 -0.5414 2.6284
C 0.2242 1.5420 1.8811
O 0.1292 1.8349 3.0146
C -3.7717 1.7873 -2.3405
H -4.6695 1.7779 -1.7024
H -3.4945 2.8381 -2.5275
H -4.0505 1.3376 -3.3116
C 4.9953 0.4135 -1.2514
H 5.3492 -0.1353 -2.1438
H 5.1009 1.4913 -1.4597
H 5.6688 0.1579 -0.4180
C 4.8727 0.8260 2.1392
H 5.1674 0.8742 3.2033
H 5.3375 -0.0782 1.7103
H 5.3015 1.7075 1.6330
C -4.3442 2.2703 0.9941
H -4.9433 1.5328 0.4330
H -4.8560 2.4447 1.9581
H -4.3536 3.2204 0.4335
H -2.4012 2.4751 1.9096
H 2.9220 1.6409 2.5709
H -1.7819 0.9789 -2.4433
H 2.9396 0.2391 -1.8567
H 1.1012 1.4562 -2.8403
H 0.7547 0.7373 -2.7477
C -2.7634 -3.4137 -0.3261
N -1.8197 -3.8624 -1.3877
C -2.5856 -4.4662 -2.4874
C -0.7233 -2.8728 -1.8120
C 0.0082 -2.4853 -0.5276
C 0.4906 -3.6921 0.0706
C 0.6924 -3.8194 1.4147
C 0.3345 -2.7670 2.1983
C 0.0278 -1.5373 1.6195
C 0.0859 -1.2157 0.2436
H -3.6045 -2.8243 -0.7320
H -2.2621 -2.8533 0.4949
H -3.2407 -4.2819 0.1782
H -1.3819 -4.7140 -0.9579
H -3.1725 -3.7023 -3.0255
H -1.9004 -5.0099 -3.1677
H -3.2957 -5.2326 -2.0683
H -0.0184 -3.3744 -2.5089
H -1.1262 -2.0282 -2.3959
H 0.6175 -4.6084 -0.5024
H 1.0026 -4.7638 1.8415
H 0.3656 -2.8697 3.2770
H -0.1673 -0.7959 2.3429

4
Properties=species:S:1:pos:R:3 method="wB97M-V/def2-TZVPD" relative_energy_kcal_mol=89.36 lumo_energy_ev="-0.92 / -2.20" total_charge=0 total_energy_ha=-536.5614
C 0.2727 0.1409 -0.1141
F 0.7538 1.3600 -0.0003
S -1.9326 -0.6872 -0.0075
H 0.9060 -0.8137 0.1219

4
Properties=species:S:1:pos:R:3 method="wB97M-V/def2-TZVPD" lumo_energy_ev=-29.27 total_charge=+8 total_energy_ha=-569.6688
Y 24.7907 -17.6107 1.8500
Y 24.0067 -18.0388 10.7045
Y 29.3225 -20.8573 7.8539
Cl 25.9574 -17.9855 6.4678

22
Properties=species:S:1:pos:R:3 method="wB97M-V/def2-TZVPD" relative_energy_kcal_mol=44.37 lumo_energy_ev="-8.09 / -12.03" total_charge=+2 s2=0.7827 spin_multiplicity=2 total_energy_ha=-399.5917
C -1.5260 0.3186 0.0466
C -0.4833 0.7978 1.0601
C 0.9992 0.3080 1.0447
N 1.7389 -0.0897 -2.3743
C 1.5999 -0.4627 -1.1542
N 1.7721 0.4697 -0.1746
N -1.5282 1.0585 -1.2666
H -2.4887 0.4358 0.5232
H -1.3248 -0.7184 -0.1954
H -0.4847 1.8833 1.1853
H -0.8031 0.2968 1.9747
H 1.4821 0.7980 1.8838
H 1.0673 -0.7308 1.3950
H 2.1883 0.8204 -2.5654
H 1.3274 -1.4991 -0.9488
H 2.6891 0.9160 -0.1024
H -0.6093 1.0663 -1.7157
H -2.1316 0.6400 -1.9812
H -1.7632 2.0464 -1.1252
H 0.0970 -2.9074 1.8804
H -1.3096 -2.9921 1.3299
O -0.5089 -2.4554 1.2801

120
Properties=species:S:1:pos:R:3 method="wB97M-V/def2-TZVPD" lumo_energy_ev="-3.98 / -8.01" total_charge=+1 s2=0.7633 spin_multiplicity=2 total_energy_ha=-2856.2573
C 1.1166 -5.5848 2.2891
O 2.2051 -5.1080 2.5282
N 0.1701 -4.9454 1.6025
N 0.6404 -6.7032 2.5949
H -0.7228 -5.4118 1.5299
H 0.2349 -4.0240 1.1940
H 1.1841 -7.4201 3.0537
H -0.3207 -6.9741 2.4435
C 5.2015 -0.4679 0.3132
O 4.8635 -1.1967 -0.5884
N 4.6052 0.0035 1.3311
N 6.4207 0.0198 0.3940
H 5.2772 0.3693 1.9904
H 3.6595 -0.3304 1.4509
H 7.2312 -0.1417 -0.1865
H 6.6068 0.4838 1.2716
C -0.1926 3.3330 -3.8812
O -1.3887 3.2032 -4.1850
N 0.2924 3.7400 -2.7518
N 0.8446 3.0864 -4.6552
H -0.3333 4.1788 -2.0914
H 1.2611 3.7898 -2.4705
H 0.5913 2.8408 -5.6016
H 1.7802 3.0569 -4.2758
C 2.2677 1.5437 4.6183
O 2.3732 0.3686 4.5458
N 2.9908 2.2574 5.3733
N 1.4896 2.3456 3.9864
H 2.5789 3.1417 5.6346
H 3.6665 1.7674 5.9420
H 0.7819 1.9687 3.3722
H 1.8300 3.2858 3.8444
C 0.5363 -3.5703 -4.2608
O 0.0392 -2.4582 -4.1695
N 1.4117 -3.9026 -3.4472
N 0.4009 -4.3324 -5.2644
H 1.8932 -4.7613 -3.6729
H 1.4268 -3.5206 -2.5123
H 1.0717 -5.0772 -5.3883
H -0.0382 -3.9143 -6.0722
C 5.0118 -4.5352 0.8198
O 4.8895 -5.3747 1.7355
N 6.1137 -3.8045 0.7317
N 4.0331 -3.8484 0.3670
H 6.2954 -3.0530 0.0818
H 6.7795 -4.1463 1.4099
H 3.1102 -4.1786 0.6106
H 4.1919 -3.1068 -0.3000
C 2.8556 0.0653 -3.2895
O 3.6670 1.0073 -3.2366
N 1.6899 0.1977 -3.9017
N 3.0123 -1.1364 -2.7163
H 1.4756 1.0577 -4.3860
H 1.0000 -0.5346 -3.9896
H 3.7941 -1.2170 -2.0819
H 2.2927 -1.8356 -2.8319
C 3.4611 3.3981 -0.6294
O 2.9220 4.1521 -1.4031
N 4.3059 2.4208 -0.9884
N 3.2723 3.5083 0.6425
H 4.6032 1.6736 -0.3773
H 4.0951 2.1551 -1.9397
H 3.8902 3.0142 1.2704
H 2.7181 4.2680 1.0111
C 0.9898 0.6958 -0.2465
C -0.3632 -0.0006 0.1804
C -0.7638 -1.2064 -0.6771
C 0.3217 -2.1764 -0.6918
N 1.1150 -2.9886 -0.6994
H 0.9314 1.1729 -1.2248
H 1.6629 -0.1590 -0.3121
H 1.3067 1.3822 0.5388
H -1.2074 0.6805 0.0729
H -0.4850 -0.3672 1.1997
H -1.0454 -0.8293 -1.6603
H -1.6618 -1.7194 -0.3329
C -3.6007 2.5511 -1.3394
C -4.4341 2.9808 -2.5721
C -5.6696 2.1315 -2.9361
C -6.5198 2.7915 -3.9239
N -7.1940 3.3697 -4.6919
H -4.0899 1.7351 -0.8075
H -3.2996 3.4136 -0.7448
H -2.7535 2.0762 -1.8340
H -3.8626 3.1732 -3.4801
H -4.7766 3.9986 -2.3853
H -6.2411 1.7254 -2.1015
H -5.3374 1.1967 -3.3876
C -1.8200 4.0117 1.3923
C -3.0270 4.8518 1.8348
C -3.9427 4.2172 2.9061
C -5.1707 4.9420 3.2011
N -6.1393 5.5472 3.3560
H -1.2744 4.5794 0.6385
H -2.1911 3.0199 1.1339
H -1.1441 3.8238 2.2265
H -3.6338 5.1439 0.9778
H -2.6196 5.8213 2.1215
H -3.4229 4.1878 3.8637
H -4.1693 3.2169 2.5373
N -0.6686 -0.2181 4.8248
C -1.6991 -0.3037 5.7453
C -2.1129 -1.6636 5.7514
C -1.3247 -2.3053 4.7346
C -0.4268 -1.4163 4.1489
H -0.1063 0.6002 4.6396
H -1.9049 0.5461 6.3791
H -2.7528 -2.1023 6.5027
H -1.4657 -3.3415 4.4647
H 0.3501 -1.6154 3.4255
N -6.3203 -3.1100 -1.0625
C -6.4042 -2.7558 -2.3710
C -5.6732 -1.5593 -2.4998
C -4.9692 -1.3717 -1.2996
C -5.4460 -2.3507 -0.3551
H -6.8816 -3.8465 -0.6592
H -7.0474 -3.1307 -3.1533
H -5.4854 -0.9764 -3.3893
H -4.2585 -0.5862 -1.0892
H -5.2974 -2.5697 0.6920

9
Properties=species:S:1:pos:R:3 method="wB97M-V/def2-TZVPD" relative_energy_kcal_mol=75.73 smiles=Oc1ccon1 lumo_energy_ev=0.79 total_charge=0 total_energy_ha=-321.2570
O 2.0413 0.1404 0.2386
C 0.7373 -0.0702 0.0810
C -0.3652 0.6745 0.5078
C -1.4094 0.0445 -0.0736
O -1.0989 -1.1809 -0.4480
N 0.3167 -1.0461 -0.6799
H 2.4835 -0.5911 -0.2276
H -0.4490 1.4490 1.2146
H -2.3240 0.5054 -0.3905

13
Properties=species:S:1:pos:R:3 method="wB97M-V/def2-TZVPD" relative_energy_kcal_mol=95.25 lumo_energy_ev=0.58 total_charge=0 total_energy_ha=-373.9586
H 1.0673 1.1997 -1.0327
N 1.9215 0.5865 -0.8945
C 1.6181 -0.1592 0.1744
N 0.3854 -0.1576 0.8064
C -0.7428 -0.0637 -0.0166
N -1.3664 -1.2180 -0.3320
N -1.2645 1.0572 -0.4319
O -0.6862 2.0992 0.1881
H 2.4863 -0.9568 0.4148
H 0.5167 -0.9842 1.4302
H -2.4605 -1.1108 -0.4660
H -1.0178 -1.9702 -0.9159
H -0.4572 1.6778 1.0757

80
Properties=species:S:1:pos:R:3 method="wB97M-V/def2-TZVPD" lumo_energy_ev="0.35 / 0.45" total_charge=0 s2=2.0206 spin_multiplicity=3 total_energy_ha=-3319.9499
V -1.0611 0.2788 -0.1872
C -1.1867 2.1810 3.1409
C -1.7411 0.7963 2.9990
C -2.5055 0.1868 3.9677
C -2.9557 -1.1175 3.7412
C -2.6457 -1.7896 2.5842
C -1.8321 -1.1375 1.6406
N -1.4003 0.1280 1.8840
N -1.4126 -1.5549 0.4022
Si -1.4979 -3.1694 -0.2657
C -1.0708 -3.1262 -2.0669
C -3.1865 -3.9052 -0.0935
C -0.2701 -4.2074 0.6559
H -1.7803 2.7772 3.8333
H -1.1488 2.6883 2.1769
H -0.1640 2.1338 3.5266
H -2.7543 0.7183 4.8754
H -3.5722 -1.6068 4.4871
H -3.0181 -2.7835 2.3889
H -1.9917 -3.0214 -2.6457
H -0.5836 -4.0638 -2.3560
H -0.4045 -2.3040 -2.3383
H -3.9467 -3.1871 -0.4152
H -3.4217 -4.2387 0.9200
H -3.2457 -4.7790 -0.7513
H 0.7180 -3.7340 0.6614
H -0.1729 -5.2085 0.2212
H -0.5842 -4.3265 1.6995
C 3.4802 -0.6835 -3.7978
C 2.6875 -1.5739 -3.0822
C 2.0788 -1.1597 -1.9075
C 2.2486 0.1419 -1.4400
C 3.0363 1.0275 -2.1615
C 3.6554 0.6122 -3.3345
P 1.3598 0.6113 0.0926
C 1.9692 2.2680 0.5222
C 3.1026 2.4636 1.3076
C 3.5417 3.7509 1.5838
C 2.8532 4.8467 1.0761
C 1.7241 4.6537 0.2929
C 1.2771 3.3683 0.0142
C 2.1819 -0.5168 1.3048
C 3.4700 -1.0034 1.0642
C 4.1060 -1.8219 1.9871
C 3.4705 -2.1676 3.1725
C 2.1997 -1.6784 3.4308
C 1.5639 -0.8577 2.5074
H 3.9597 -1.0012 -4.7153
H 2.5458 -2.5879 -3.4350
H 1.4780 -1.8645 -1.3413
H 3.1527 2.0500 -1.8230
H 4.2658 1.3097 -3.8933
H 3.6429 1.6160 1.7158
H 4.4214 3.8968 2.1980
H 3.1973 5.8504 1.2942
H 1.1817 5.5021 -0.1043
H 0.3963 3.2238 -0.5968
H 3.9826 -0.7526 0.1447
H 5.1012 -2.1917 1.7751
H 3.9641 -2.8123 3.8895
H 1.6905 -1.9371 4.3510
H 0.5756 -0.4907 2.7291
O 0.3034 2.0242 -2.8676
C -0.5939 1.2527 -3.1139
C -1.2287 1.0699 -4.4800
C -2.4374 0.1739 -4.2228
C -2.3664 -0.1287 -2.7405
O -3.1916 -0.7582 -2.1123
N -1.2089 0.4138 -2.1796
H -0.4868 0.6103 -5.1340
H -1.4673 2.0483 -4.8937
H -2.4091 -0.7687 -4.7698
H -3.3953 0.6462 -4.4369
C -4.4270 2.8710 0.3507
O -3.6563 1.6637 0.3610
C -2.3590 1.7891 -0.0207
O -1.9100 2.8892 -0.3055
H -5.4477 2.5582 0.5477
H -4.3566 3.3677 -0.6141
H -4.0868 3.5578 1.1246

21
Properties=species:S:1:pos:R:3 method="wB97M-V/def2-TZVPD" relative_energy_kcal_mol=35.94 lumo_energy_ev=1.06 total_charge=0 total_energy_ha=-362.5250
C -1.3543 -1.3883 1.2905
C -0.2410 -0.3481 0.9222
N 0.0818 0.5121 1.9854
C -0.8631 0.4284 -0.2256
C -0.4606 -0.3904 -1.5508
N 0.7800 -0.1095 -2.2363
C 1.7727 0.6059 -1.9745
N 2.1261 1.1606 -0.7505
H -2.2885 -0.8202 1.4693
H -1.2405 -1.9798 2.2057
H -1.6352 -2.0553 0.4899
H 0.7261 -0.8829 0.5770
H 0.6171 0.0537 2.7425
H -0.7226 1.1221 2.3792
H -0.3509 1.3831 -0.3462
H -1.9190 0.6285 -0.0123
H -0.4872 -1.5164 -1.3533
H -1.2269 -0.2221 -2.2879
H 2.5883 0.7402 -2.6697
H 1.6561 1.0245 0.1559
H 2.4416 2.0538 -0.8105